A cluster of 18 separate species, C81H216N21O24P7 in total in a non-equilibrium geometry, computed with ωB97M-V with the def2-TZVPD basis set.

The frontier orbital gap is 8.4 eV. As for the strongest force on any atom: 3.3 eV/A. Its HOMO energy is -8.01 eV. As for the total charge: 0.

Cartesian coordinates (Å):
C 21.464 23.085 16.061
O 22.482 22.500 16.800
C 23.779 22.913 16.343
C 24.872 22.434 17.307
O 24.688 21.042 17.656
C 25.853 20.613 18.435
H 21.279 24.146 16.228
H 20.561 22.520 16.295
H 21.589 23.088 14.978
H 23.930 23.984 16.205
H 23.877 22.426 15.372
H 24.819 23.039 18.212
H 25.806 22.586 16.766
H 26.307 21.259 19.186
H 26.715 20.499 17.778
H 25.603 19.681 18.941
C 28.862 19.477 21.474
O 28.296 19.582 22.819
C 29.093 19.380 23.953
C 28.413 19.918 25.193
O 27.166 19.258 25.532
C 27.320 18.074 26.335
H 28.134 19.577 20.668
H 29.478 18.579 21.449
H 29.511 20.334 21.294
H 30.068 19.866 23.911
H 29.392 18.345 24.117
H 27.929 20.853 24.912
H 29.037 20.054 26.076
H 27.752 17.287 25.717
H 26.305 17.746 26.558
H 27.913 18.122 27.248
C 22.859 19.522 15.491
O 22.522 19.311 14.141
C 23.622 19.130 13.243
C 24.710 18.082 13.555
O 25.417 18.244 14.853
C 26.492 19.242 14.807
H 23.710 20.182 15.660
H 23.146 18.640 16.063
H 22.044 20.036 16.000
H 24.149 20.081 13.169
H 23.176 19.060 12.251
H 25.467 18.140 12.773
H 24.304 17.075 13.647
H 27.152 19.084 15.660
H 26.063 20.243 14.859
H 27.045 19.152 13.872
C 23.024 21.481 25.951
O 21.955 20.778 26.567
C 20.693 21.489 26.536
C 20.622 22.760 27.414
O 21.245 23.838 26.773
C 21.479 24.920 27.710
H 22.774 21.658 24.905
H 23.967 20.935 25.945
H 23.380 22.362 26.486
H 19.913 20.836 26.927
H 20.328 21.679 25.526
H 21.177 22.614 28.341
H 19.619 23.081 27.693
H 22.034 24.612 28.596
H 20.485 25.253 28.008
H 22.068 25.763 27.347
C 25.738 13.060 16.418
O 26.281 14.305 16.851
C 25.360 15.363 17.029
C 26.319 16.654 17.218
O 27.254 16.451 18.293
C 28.451 17.195 18.210
H 26.627 12.433 16.337
H 25.301 13.043 15.420
H 25.109 12.538 17.139
H 24.609 15.176 17.797
H 24.754 15.463 16.128
H 25.724 17.553 17.382
H 26.814 16.735 16.250
H 28.196 18.253 18.272
H 29.002 17.143 17.271
H 29.061 16.952 19.080
C 21.652 16.004 13.678
O 20.199 15.874 13.607
C 19.550 17.134 13.845
C 19.796 18.375 12.904
O 19.153 18.224 11.633
C 19.315 19.377 10.834
H 21.933 14.998 13.369
H 21.945 16.175 14.714
H 22.092 16.682 12.946
H 19.804 17.392 14.873
H 18.479 16.936 13.896
H 20.849 18.522 12.664
H 19.404 19.269 13.390
H 19.169 20.338 11.328
H 18.734 19.171 9.935
H 20.336 19.406 10.454
C 22.238 13.506 25.066
C 20.802 13.291 24.594
O 20.456 12.305 23.911
C 19.778 14.283 25.148
H 22.308 13.684 26.139
H 22.727 14.279 24.472
H 22.821 12.599 24.910
H 18.834 14.078 24.641
H 20.098 15.315 25.003
H 19.708 14.207 26.233
C 20.187 23.078 19.271
C 21.496 23.701 19.692
O 21.669 24.905 19.768
C 22.501 22.716 20.013
H 20.285 22.254 18.564
H 19.637 23.904 18.821
H 19.723 22.759 20.204
H 22.163 22.157 20.886
H 23.474 23.165 20.211
H 22.542 22.116 19.105
C 15.903 14.942 24.084
C 16.439 15.351 22.732
O 17.093 14.621 22.007
C 15.999 16.675 22.181
H 14.828 14.765 24.054
H 16.195 15.632 24.876
H 16.338 13.981 24.358
H 16.577 17.496 22.607
H 14.963 16.725 22.514
H 16.186 16.614 21.109
C 18.098 21.878 14.896
C 17.968 20.807 15.974
O 18.761 19.909 16.006
C 16.874 21.043 16.996
H 17.113 22.068 14.470
H 18.795 21.564 14.118
H 18.555 22.748 15.368
H 15.932 20.859 16.480
H 16.953 22.049 17.408
H 16.918 20.385 17.864
C 23.174 16.570 26.456
C 22.147 16.968 27.518
O 20.993 16.548 27.616
C 22.635 17.867 28.667
H 23.360 17.504 25.926
H 22.873 15.831 25.714
H 24.109 16.336 26.966
H 22.692 17.239 29.557
H 22.018 18.763 28.735
H 23.619 18.231 28.374
O 15.165 17.966 25.458
P 15.521 18.899 26.617
N 17.017 18.604 27.433
C 18.181 18.203 26.603
C 17.406 19.167 28.771
N 14.424 19.007 27.891
C 13.160 19.685 27.739
C 14.318 17.903 28.854
N 15.718 20.544 26.191
C 16.034 21.597 27.145
C 16.141 20.818 24.811
H 17.817 17.568 25.795
H 18.953 17.751 27.226
H 18.536 19.151 26.199
H 18.184 18.556 29.228
H 16.581 19.237 29.480
H 17.784 20.189 28.738
H 12.566 19.095 27.041
H 12.670 19.791 28.707
H 13.216 20.732 27.441
H 13.842 18.137 29.806
H 13.890 16.986 28.448
H 15.302 17.533 29.144
H 15.815 21.366 28.187
H 17.040 22.010 27.075
H 15.389 22.460 26.976
H 17.218 20.654 24.767
H 15.944 21.849 24.516
H 15.589 20.239 24.071
O 25.025 12.990 23.970
P 26.017 13.461 22.976
N 27.550 12.760 23.174
C 27.874 11.383 22.823
C 28.367 13.114 24.310
N 26.348 15.125 23.028
C 25.246 15.980 23.554
C 27.306 15.715 22.101
N 25.472 13.125 21.384
C 24.064 12.992 21.201
C 26.187 13.405 20.141
H 28.952 11.338 22.670
H 27.421 11.199 21.849
H 27.545 10.668 23.577
H 29.375 12.702 24.346
H 27.827 12.881 25.228
H 28.440 14.199 24.385
H 24.771 15.491 24.404
H 25.711 16.909 23.884
H 24.435 16.089 22.834
H 28.012 14.941 21.800
H 26.889 16.144 21.190
H 27.905 16.447 22.643
H 23.798 12.711 20.182
H 23.679 12.241 21.890
H 23.575 13.933 21.452
H 25.886 14.371 19.737
H 26.017 12.618 19.406
H 27.270 13.390 20.267
O 20.139 20.807 21.535
P 20.540 19.379 21.220
N 22.292 19.189 21.160
C 23.148 19.897 22.101
C 23.057 18.185 20.371
N 19.896 18.729 19.811
C 18.496 18.339 19.837
C 20.345 19.251 18.508
N 20.150 18.241 22.453
C 20.268 18.694 23.849
C 20.406 16.798 22.289
H 22.607 20.729 22.552
H 24.058 20.205 21.586
H 23.392 19.185 22.890
H 23.501 17.496 21.090
H 23.862 18.677 19.827
H 22.375 17.667 19.696
H 18.284 17.568 20.578
H 17.806 19.168 19.991
H 18.193 17.842 18.916
H 19.789 20.146 18.231
H 21.427 19.384 18.519
H 20.107 18.563 17.698
H 19.761 19.650 23.980
H 19.901 17.905 24.506
H 21.332 18.703 24.085
H 20.559 16.463 21.263
H 19.446 16.348 22.542
H 21.231 16.438 22.904
O 27.487 25.966 22.760
P 26.697 24.892 23.402
N 25.023 25.173 23.420
C 24.497 26.342 24.311
C 24.066 24.883 22.300
N 27.162 24.506 25.052
C 28.304 25.237 25.720
C 26.262 23.800 25.959
N 26.892 23.362 22.715
C 28.259 22.978 22.327
C 26.011 22.204 22.951
H 23.436 26.319 24.559
H 24.736 27.256 23.767
H 25.039 26.516 25.241
H 24.348 24.048 21.658
H 24.075 25.732 21.616
H 23.045 24.745 22.657
H 28.186 26.317 25.633
H 28.301 25.117 26.803
H 29.260 25.022 25.242
H 26.860 23.178 26.624
H 25.789 24.497 26.651
H 25.527 23.137 25.502
H 28.181 22.097 21.689
H 28.723 23.696 21.651
H 28.843 22.765 23.223
H 26.155 21.561 22.083
H 24.951 22.456 22.942
H 26.257 21.731 23.902
O 22.454 12.057 17.906
P 21.025 12.392 18.157
N 19.965 12.299 16.819
C 18.474 12.258 16.937
C 20.490 12.923 15.577
N 20.833 14.029 18.672
C 19.581 14.663 18.946
C 22.031 14.795 19.054
N 20.198 11.448 19.405
C 20.307 11.695 20.860
C 19.964 9.991 19.179
H 18.215 11.774 17.879
H 17.915 11.825 16.107
H 18.150 13.275 17.156
H 20.366 14.004 15.527
H 19.900 12.683 14.692
H 21.544 12.712 15.394
H 19.596 14.963 19.994
H 19.334 15.485 18.273
H 18.772 13.933 18.968
H 21.936 14.908 20.134
H 22.962 14.284 18.810
H 22.085 15.720 18.480
H 20.738 12.657 21.137
H 19.348 11.572 21.363
H 21.008 11.042 21.380
H 20.877 9.457 19.443
H 19.575 9.806 18.178
H 19.079 9.774 19.776
O 15.906 24.926 23.214
P 17.270 24.926 22.633
N 18.020 26.431 22.304
C 17.961 27.408 23.360
C 19.212 26.600 21.428
N 17.235 24.128 21.116
C 17.099 22.698 20.989
C 16.639 24.966 20.010
N 18.428 24.064 23.561
C 18.269 23.981 25.037
C 19.730 23.759 23.100
H 18.667 27.098 24.130
H 16.921 27.551 23.652
H 18.412 28.372 23.125
H 19.173 27.631 21.075
H 19.267 25.882 20.610
H 20.136 26.528 22.001
H 16.334 22.278 21.641
H 16.981 22.429 19.939
H 18.044 22.205 21.221
H 17.306 25.817 19.874
H 16.516 24.339 19.127
H 15.633 25.358 20.160
H 18.754 24.825 25.527
H 17.220 23.929 25.327
H 18.790 23.105 25.424
H 20.287 23.121 23.786
H 20.386 24.626 23.028
H 19.745 23.422 22.063
O 13.538 19.628 16.903
P 13.154 18.579 17.864
N 13.386 19.109 19.431
C 12.349 19.793 20.177
C 14.739 19.421 19.885
N 14.155 17.186 17.765
C 14.075 16.080 18.722
C 15.081 17.042 16.686
N 11.560 17.910 17.822
C 11.025 17.005 18.770
C 10.714 18.155 16.611
H 12.315 20.811 19.788
H 12.562 19.801 21.246
H 11.444 19.216 19.986
H 15.556 18.877 19.410
H 14.810 19.312 20.967
H 14.870 20.467 19.609
H 13.293 15.373 18.445
H 15.041 15.598 18.875
H 13.754 16.458 19.693
H 15.330 16.002 16.475
H 14.712 17.394 15.722
H 15.985 17.633 16.834
H 10.029 17.396 18.979
H 11.020 15.977 18.408
H 11.535 16.949 19.731
H 11.321 18.190 15.707
H 10.185 19.096 16.764
H 10.023 17.328 16.446